11 unconnected molecules or ions with the total composition C22H66O11. Source: the Open Molecules 2025 dataset; level of theory: ωB97M-V/def2-TZVPD.

As for the gap between HOMO and LUMO: 10.04 eV. The calculation puts the relative energy (zero: lowest compared OMol25 entry of this formula, charge and spin) at 352.5 kJ/mol. As for the spin multiplicity: 1. The LUMO energy is 0.443 eV.

Last column: Mulliken charge in e.
Positions of all 99 atoms, in Å:
1 C -5.0281 1.9241 -3.5016  -0.808
2 C -5.2526 0.8291 -2.4322  0.137
3 O -4.4756 -0.3387 -2.9259  -0.553
4 H -5.4588 1.7257 -4.5247  0.323
5 H -3.9491 2.1190 -3.6098  0.158
6 H -5.5199 2.8071 -3.0455  0.299
7 H -6.2839 0.5529 -2.2286  0.390
8 H -4.7319 1.1346 -1.5439  -0.181
9 H -5.0569 -0.9103 -3.4418  0.232
10 C 3.8612 -2.0713 -2.9439  -0.849
11 C 4.3270 -2.2146 -1.5070  -0.391
12 O 3.9622 -1.1551 -0.5864  -0.264
13 H 4.4769 -2.7196 -3.6140  0.390
14 H 4.0250 -0.9782 -3.1641  0.102
15 H 2.7963 -2.2460 -3.1405  0.135
16 H 5.4290 -2.1499 -1.3837  0.288
17 H 4.0071 -3.1298 -1.0958  0.387
18 H 3.1997 -1.3763 -0.0535  0.179
19 C 5.0658 2.2171 -2.8690  -1.264
20 C 4.9183 2.2404 -1.3720  -0.123
21 O 3.8649 1.4973 -0.8502  -0.054
22 H 5.8305 2.9231 -3.1219  0.417
23 H 4.1179 2.4223 -3.2953  0.300
24 H 5.4733 1.2614 -3.2880  0.249
25 H 4.7143 3.2430 -0.9255  0.339
26 H 5.9346 1.8482 -0.9785  0.158
27 H 4.2498 0.5921 -0.7945  0.173
28 C 0.9374 0.8166 0.6339  -0.466
29 C -0.4600 1.4126 0.8427  -0.441
30 O -1.4448 0.4027 0.6307  0.408
31 H 1.7221 1.4889 0.9224  0.369
32 H 1.0379 0.5545 -0.4026  0.111
33 H 0.9948 -0.1209 1.2153  -0.178
34 H -0.6214 2.2710 0.1920  0.211
35 H -0.6433 1.8925 1.8169  0.264
36 H -2.1773 0.8362 0.1554  -0.200
37 C -2.2921 4.8061 0.3650  -0.955
38 C -2.6379 4.1767 -0.9650  -0.368
39 O -2.8339 2.7719 -0.7920  -0.306
40 H -2.5117 5.9037 0.4208  0.347
41 H -1.1894 4.6552 0.6584  0.241
42 H -2.7785 4.3784 1.2063  0.209
43 H -1.8894 4.4002 -1.6785  0.439
44 H -3.6093 4.6478 -1.3996  0.305
45 H -2.7455 2.3761 -1.6962  0.095
46 C 0.2629 0.0785 -4.4442  -1.323
47 C -0.8574 -0.4738 -3.6086  0.961
48 O -2.0275 0.2072 -3.9360  -0.538
49 H 1.2095 -0.5350 -4.3525  0.152
50 H 0.5420 1.0650 -4.1730  0.360
51 H 0.1121 0.1728 -5.5407  0.372
52 H -0.6421 -0.4146 -2.4656  -0.402
53 H -0.9723 -1.5352 -3.8368  0.178
54 H -2.8266 -0.1673 -3.5214  0.319
55 C -1.8909 -3.9752 -0.7971  -1.450
56 C -1.2028 -2.6802 -0.7752  0.517
57 O -0.7368 -2.3838 0.5281  -0.250
58 H -2.5055 -3.9635 0.0919  0.307
59 H -1.2337 -4.8349 -0.7935  0.311
60 H -2.5131 -3.9595 -1.6973  0.380
61 H -1.8685 -1.8563 -1.0223  0.029
62 H -0.3409 -2.5702 -1.4328  0.060
63 H -1.1118 -1.4644 0.7781  0.041
64 C -1.4687 -1.0046 4.0977  -0.699
65 C -1.7706 -2.5219 4.1821  -0.045
66 O -2.1877 -2.8781 5.4800  -0.551
67 H -0.6812 -0.5816 4.6890  0.433
68 H -2.3834 -0.4426 4.3082  0.118
69 H -1.1414 -0.7819 3.0410  0.015
70 H -0.9634 -3.1830 3.8224  0.101
71 H -2.5335 -2.7470 3.4669  0.248
72 H -2.4671 -3.8110 5.4634  0.308
73 C -4.9542 0.3666 3.0172  -1.104
74 C -4.6754 1.8182 2.5109  0.172
75 O -5.2374 1.8769 1.2041  -0.578
76 H -4.7087 -0.2698 2.1804  0.234
77 H -5.9815 0.3253 3.3531  0.374
78 H -4.3248 0.1909 3.8622  0.270
79 H -3.5362 1.9154 2.4107  -0.099
80 H -5.0567 2.5707 3.1238  0.417
81 H -4.6583 2.4349 0.6988  0.243
82 C 4.7500 1.6676 2.4071  -0.432
83 C 5.7788 0.5850 2.2038  -0.283
84 O 5.1909 -0.7292 2.3464  -0.551
85 H 3.7721 1.4081 1.9845  -0.133
86 H 5.0983 2.5947 1.9715  0.285
87 H 4.6086 1.8566 3.5038  0.358
88 H 6.4660 0.6022 3.0530  0.301
89 H 6.3234 0.7227 1.2615  0.190
90 H 4.9359 -1.1282 1.4761  0.277
91 C 2.3510 -4.0867 2.6418  -1.591
92 C 2.1628 -2.6641 2.1695  0.446
93 O 1.9937 -2.4828 0.8214  -0.478
94 H 1.4277 -4.5647 2.7432  0.346
95 H 2.7407 -4.0798 3.6562  0.446
96 H 3.0477 -4.5896 2.0077  0.362
97 H 2.9592 -2.0145 2.5526  0.340
98 H 1.3277 -2.1969 2.7602  -0.230
99 H 1.0446 -2.6054 0.6387  0.210